Below is a molecular structure, C39H51AgN5O in a non-equilibrium geometry, with properties calculated with ωB97M-V with the def2-TZVPD basis set.

Gap between HOMO and LUMO (alpha / beta), Eh: 0.1781 / 0.1781
Charge: -1
Maximum force, eV Å⁻¹: 3.58
HOMO (alpha / beta), eV: -2.50 / -2.50

Last column: Löwdin charge in e.
Element x y z (Å)
1 Ag 0.13221 0.38533 0.09012  0.811
2 C 3.00580 -0.29623 5.04758  -0.098
3 C 2.93330 1.22886 4.93854  -0.215
4 C 1.98547 1.65443 3.87092  -0.145
5 C 0.75480 2.31322 3.93812  -0.144
6 C 0.08294 2.71356 5.24611  -0.186
7 C -1.18167 1.83709 5.57969  -0.094
8 C 0.11763 2.16393 2.64671  -0.283
9 N 0.92643 1.50453 1.79592  0.030
10 C 2.08779 1.16819 2.46272  -0.199
11 C 3.22289 0.39122 1.95660  0.036
12 C 3.10269 -0.53141 0.92083  -0.252
13 C 4.14683 -1.38922 0.36638  -0.157
14 C 5.58579 -1.45712 0.82348  -0.197
15 C 5.65507 -1.60058 2.37444  -0.113
16 C 3.57160 -2.21211 -0.58486  -0.136
17 C 2.15794 -1.83767 -0.62822  -0.228
18 C 1.24071 -2.45909 -1.58230  0.049
19 C -0.14440 -2.14906 -1.71117  -0.260
20 N -0.88029 -1.28871 -0.92206  0.036
21 C -2.03914 -1.04785 -1.57026  -0.270
22 C -3.05572 -0.11850 -1.25947  0.029
23 C -2.83713 1.01544 -0.38150  -0.221
24 N -1.82707 1.08716 0.56023  0.010
25 C -1.97074 2.22845 1.31213  -0.252
26 C -1.16207 2.65454 2.34272  0.023
27 C -3.14942 2.95053 0.81613  -0.171
28 C -3.66909 2.21067 -0.22728  -0.139
29 C -4.92826 2.64637 -0.98435  -0.218
30 C -6.18902 2.13827 -0.24804  -0.097
31 C -3.70448 4.20928 1.39957  -0.204
32 C -4.35913 3.97972 2.79781  -0.091
33 C -2.14257 -1.95795 -2.74045  -0.149
34 C -0.95304 -2.64352 -2.75262  -0.178
35 C -0.64507 -3.81875 -3.65883  -0.198
36 C -0.84692 -5.14386 -2.88583  -0.088
37 C -3.38742 -2.13227 -3.53830  -0.196
38 C -4.43664 -2.96336 -2.72814  -0.090
39 N 1.92438 -0.86530 0.28528  0.032
40 C 4.23901 -3.36216 -1.33029  -0.226
41 C 3.87434 -4.78026 -0.88989  -0.102
42 H 3.94790 -0.63374 5.62459  0.098
43 H 3.02206 -0.79123 4.13130  0.018
44 H 2.13444 -0.64353 5.57402  0.062
45 H 3.96701 1.59492 4.66500  0.112
46 H 2.71484 1.75359 5.90077  0.102
47 H -0.29356 3.78507 5.16572  0.107
48 H 0.77774 2.78451 6.10116  0.089
49 H -1.92389 1.73486 4.78806  0.054
50 H -1.71778 2.14464 6.44685  0.041
51 H -0.85982 0.80694 5.80048  0.071
52 H 4.22907 0.53615 2.39783  0.101
53 H 6.14929 -0.54719 0.50157  0.111
54 H 6.13623 -2.30103 0.35493  0.091
55 H 5.93328 -0.60335 2.77990  0.061
56 H 6.33158 -2.38341 2.72700  0.054
57 H 4.59148 -1.85377 2.77891  0.096
58 H 1.67099 -3.10648 -2.33505  0.076
59 H -4.03896 -0.16595 -1.77450  0.090
60 H -1.54523 3.44696 3.08667  0.130
61 H -4.90244 2.25686 -1.98783  0.082
62 H -4.97375 3.74790 -1.18591  0.104
63 H -6.10629 1.01376 -0.22538  0.087
64 H -7.10492 2.37846 -0.84211  0.067
65 H -6.22645 2.63058 0.73295  0.053
66 H -4.42552 4.62497 0.65592  0.098
67 H -2.83916 4.90793 1.42066  0.111
68 H -5.31101 3.47170 2.64634  0.048
69 H -4.50662 4.92420 3.34697  0.061
70 H -3.73792 3.31010 3.48050  0.076
71 H 0.39458 -3.72320 -4.00060  0.094
72 H -1.27302 -3.81000 -4.57658  0.100
73 H -0.06452 -5.14195 -2.08976  0.076
74 H -0.67882 -6.04208 -3.49087  0.060
75 H -1.85839 -5.13870 -2.48994  0.059
76 H -3.16054 -2.55016 -4.55000  0.106
77 H -3.83626 -1.10795 -3.62128  0.100
78 H -4.02225 -3.92076 -2.42071  0.055
79 H -5.35435 -3.16894 -3.26290  0.050
80 H -4.73381 -2.39372 -1.80106  0.081
81 H 5.35102 -3.17647 -1.42039  0.107
82 H 3.87145 -3.24637 -2.36966  0.098
83 H 3.99645 -4.96405 0.21340  0.089
84 H 4.47519 -5.41898 -1.52128  0.055
85 H 2.79156 -4.89740 -1.09634  0.063
86 C 0.72053 2.56657 -5.66897  -0.073
87 N 1.22040 1.86312 -4.50502  -0.194
88 C 2.65133 1.62231 -4.38391  -0.037
89 C 0.40646 1.60557 -3.47001  -0.320
90 O 0.69887 1.18698 -2.34185  -0.024
91 H -0.14729 2.06623 -6.16613  0.094
92 H 1.51380 2.64037 -6.40589  0.073
93 H 0.33407 3.57263 -5.42577  0.088
94 H 2.78221 0.51425 -4.36623  0.107
95 H 3.12177 1.98916 -3.48291  0.087
96 H 3.12256 2.04920 -5.23336  0.059
97 H -0.65386 1.77419 -3.75752  0.141


Below is a molecular structure, C9H11Cl2HfNO2 in a non-equilibrium geometry, with properties calculated with ωB97M-V with the def2-TZVPD basis set.

Gap between HOMO and LUMO (alpha / beta), Eh: 0.2483 / 0.2483
Charge: 0
Maximum force, eV Å⁻¹: 6.33
HOMO (alpha / beta), eV: -7.01 / -7.01

Last column: Löwdin charge in e.
Element x y z (Å)
1 C -0.68437 -0.73085 -2.47642  -0.205
2 C -1.68961 -0.52626 -1.48281  -0.189
3 C -1.32690 -1.22428 -0.30869  -0.148
4 C -0.10863 -1.93122 -0.57520  -0.237
5 C 0.24421 -1.69509 -1.95895  -0.255
6 Hf 0.86294 0.16595 -0.75928  1.464
7 N 2.66336 -0.65070 -1.37215  -0.276
8 C -1.11361 2.34669 -0.63078  -0.151
9 C -2.12100 2.24880 0.26486  -0.023
10 H -1.94303 -1.34570 0.58250  0.116
11 H -2.59384 0.06829 -1.60005  0.100
12 H 0.28254 -2.72198 0.05233  0.119
13 H 0.96970 -2.25920 -2.53732  0.104
14 H -0.72339 -0.35887 -3.49921  0.108
15 H -3.15344 2.03077 -0.04838  0.069
16 H -0.12380 2.79603 -0.40836  0.060
17 H 3.56457 -1.06516 -1.62933  -0.110
18 H -2.00999 2.45510 1.33586  0.071
19 H -1.28732 2.17788 -1.71279  0.061
20 Cl 2.53790 1.45109 3.70358  0.620
21 C 1.62214 -0.03010 3.30776  -0.981
22 Cl 0.01908 -0.16422 4.05637  0.624
23 C 1.37261 -0.06717 1.79558  -0.710
24 O 1.53753 -1.10708 1.08364  -0.092
25 O 0.97403 1.02412 1.21246  -0.212
26 H 2.22831 -0.88686 3.60479  0.074


Below is C4HNO2 in the gas phase in a non-equilibrium geometry, with properties calculated with ωB97M-V with the def2-TZVPD basis set.

Gap between HOMO and LUMO (alpha / beta), Eh: 0.3157 / 0.3157
Charge: 0
Maximum force, eV Å⁻¹: 4.85
HOMO (alpha / beta), eV: -9.20 / -9.20

Last column: Löwdin charge in e.
Element x y z (Å)
1 C -1.11992 0.04533 0.00673  -0.149
2 C -0.95407 -1.25564 0.01915  -0.108
3 C 1.19933 -2.33857 -0.12743  0.232
4 C 0.86820 1.55977 -0.00386  -0.323
5 N -0.16108 1.01546 -0.14669  0.153
6 O 0.24307 -1.76778 -0.01650  -0.035
7 O 1.87036 2.15286 0.01049  0.153
8 H -1.94590 0.58856 0.25811  0.077


Below is a molecular structure, C24H32BN7O7PPtS in a non-equilibrium geometry, with properties calculated with ωB97M-V with the def2-TZVPD basis set.

Gap between HOMO and LUMO (alpha / beta), Eh: 0.2746 / 0.3176
Charge: -1
Maximum force, eV Å⁻¹: 3.05
<S²>: 2.0046
2S+1: 3
HOMO (alpha / beta), eV: -4.92 / -6.09

Last column: Löwdin charge in e.
Element x y z (Å)
1 Pt -14.03442 -11.12056 10.03481  1.214
2 C -12.88790 -15.26179 9.14020  -0.042
3 C -12.73302 -14.05791 9.82346  -0.112
4 N -13.50307 -13.13210 9.26430  -0.059
5 N -14.14045 -13.67535 8.21304  -0.028
6 C -13.83352 -14.98777 8.13882  -0.064
7 B -15.03699 -12.70535 7.35772  -0.472
8 N -14.21793 -11.46637 6.91030  -0.011
9 C -13.74696 -11.11189 5.68741  -0.089
10 C -13.05525 -9.94680 5.79992  -0.088
11 C -13.11649 -9.61946 7.16367  -0.163
12 N -13.81592 -10.53628 7.78327  -0.041
13 N -16.20889 -12.20446 8.25194  -0.033
14 C -17.50500 -12.54000 8.13214  -0.090
15 C -18.18039 -11.99753 9.17881  -0.081
16 C -17.21332 -11.47003 10.00440  -0.125
17 N -16.03844 -11.59043 9.40410  -0.091
18 H -12.42879 -16.17388 9.23504  0.062
19 H -12.04057 -13.77425 10.62813  0.110
20 H -14.26783 -15.58246 7.37082  0.104
21 H -15.47131 -13.32705 6.41425  0.114
22 H -13.85331 -11.68009 4.80440  0.105
23 H -12.62929 -9.32436 4.99726  0.103
24 H -12.69915 -8.85863 7.80413  0.116
25 H -17.84285 -13.12771 7.30665  0.111
26 H -19.24881 -12.00038 9.28277  0.091
27 H -17.29916 -11.04800 11.04022  0.131
28 O -9.34709 -13.97700 11.30538  -0.359
29 S -9.08074 -12.56624 10.97386  0.649
30 O -7.91149 -11.96861 11.55211  -0.314
31 N -10.44336 -11.66713 11.13777  -0.039
32 C -10.85296 -11.17112 9.97683  -0.530
33 O -11.81301 -10.41602 9.72032  -0.119
34 C -9.99336 -11.61322 8.77998  -0.142
35 C -10.15259 -11.21243 7.47701  0.012
36 C -9.41350 -11.95332 6.51326  -0.071
37 C -8.43600 -12.86858 6.89764  -0.088
38 C -8.20639 -13.12545 8.26367  -0.042
39 C -9.08180 -12.55818 9.15877  -0.215
40 H -10.86099 -10.49284 7.13190  0.076
41 H -9.53098 -11.69546 5.45689  0.098
42 H -7.95969 -13.42724 6.06808  0.104
43 H -7.46037 -13.82846 8.56440  0.106
44 C -16.88949 -11.94691 15.45664  -0.047
45 C -15.82754 -12.07803 14.39178  -0.651
46 C -16.24706 -13.15860 13.47372  -0.058
47 C -14.49960 -12.45387 15.03990  -0.046
48 O -15.70403 -10.78834 13.73832  -0.153
49 P -14.44496 -10.39466 12.76079  0.285
50 O -13.81699 -11.64375 12.15841  -0.388
51 O -14.87223 -9.37677 11.76534  -0.320
52 O -13.47236 -9.84049 13.95018  -0.169
53 C -12.51774 -8.77658 13.76863  -0.624
54 C -13.22823 -7.41805 13.90542  -0.044
55 C -11.73678 -8.80561 12.43960  -0.031
56 C -11.59801 -8.94488 14.96767  -0.046
57 H -17.08779 -12.88853 16.02436  0.102
58 H -17.86354 -11.67488 15.13597  0.065
59 H -16.57567 -11.16251 16.13316  0.081
60 H -16.25675 -14.12524 14.06006  0.106
61 H -15.53501 -13.31906 12.66713  0.075
62 H -17.24118 -13.05975 13.02503  0.085
63 H -14.37677 -13.48863 15.44597  0.101
64 H -14.21295 -11.73458 15.81408  0.090
65 H -13.73894 -12.49349 14.27614  0.061
66 H -13.84561 -7.17925 13.06348  0.067
67 H -12.45392 -6.66456 14.05258  0.074
68 H -13.81573 -7.35050 14.85950  0.097
69 H -12.47231 -8.74932 11.61548  0.064
70 H -11.15505 -9.73093 12.43003  0.066
71 H -11.06145 -7.91730 12.36838  0.101
72 H -12.15153 -8.80762 15.91181  0.085
73 H -10.83133 -8.12886 14.98534  0.094
74 H -11.08477 -9.88418 14.99265  0.077


Which of these has the lowest maximum force?
C24H32BN7O7PPtS


Which value of maximum force does entry 3 give?
4.85 eV Å⁻¹